[1]
{"formula": "F6KN3NaO12S6", "method": "ωB97M-V/def2-TZVPD", "total_charge": -1, "lumo_ev": -2.2, "orbital_gap_ev": 5.03, "e_homo_ev": -7.23, "symbols": ["Na", "K", "N", "S", "O", "O", "F", "S", "O", "O", "F", "N", "S", "O", "O", "F", "S", "O", "O", "F", "N", "S", "O", "O", "F", "S", "O", "O", "F"], "positions_angstrom": [[0.6007, -0.2845, -0.3653], [2.8385, 4.1461, -0.2945], [-3.2309, -2.6204, 0.4197], [-4.3347, -1.8409, 1.4783], [-3.8592, -1.4468, 2.7829], [-5.7117, -2.2876, 1.3650], [-4.3773, -0.4837, 0.6285], [-3.2678, -3.9162, 1.1637], [-4.1968, -4.8792, 0.5748], [-2.5950, -4.1315, 2.4555], [-1.9437, -4.2181, 0.2676], [-0.0463, 2.3014, -4.3746], [0.2469, 1.5846, -5.9396], [0.8132, 2.4047, -7.0341], [-0.5747, 0.4176, -6.1897], [1.6360, 0.8697, -5.5227], [-1.2405, 3.0498, -4.9875], [-2.5537, 2.3369, -5.0129], [-0.9705, 4.2107, -5.8652], [-1.4415, 3.9008, -3.6536], [3.3411, 0.3074, 3.3049], [4.6575, -0.6642, 3.8419], [4.4160, -1.7803, 4.7922], [5.8806, 0.0946, 4.0235], [4.8661, -1.3906, 2.3751], [3.0311, 0.7588, 4.7072], [3.9521, 1.6233, 5.4890], [2.0189, 0.0364, 5.4761], [2.0459, 1.9013, 4.0938]], "atomic_forces_ev_per_a": [[-0.46, -0.52, 0.13], [0.00, 0.09, 0.06], [-3.89, 6.68, 2.57], [-1.96, 2.60, -1.13], [0.08, -0.48, -1.33], [1.71, -0.08, 0.29], [0.37, 0.07, 0.20], [4.77, -8.63, -1.01], [0.39, 1.16, 2.15], [-2.76, 0.88, -1.08], [1.54, -2.01, -0.75], [1.98, -2.45, -3.97], [4.70, -2.75, -1.67], [-2.28, -1.22, 2.41], [0.32, 1.97, 0.07], [-0.09, 0.02, 0.81], [-6.96, 5.69, 1.86], [3.47, 1.30, -1.00], [-0.49, -3.05, 0.44], [-0.38, 0.50, 1.43], [4.25, -3.88, -0.99], [2.70, -2.93, -1.14], [-0.10, 2.97, -2.55], [-1.66, -0.84, -0.50], [-0.33, 0.48, 1.16], [-5.75, 5.97, 6.70], [-0.98, -2.52, -1.88], [2.25, -0.02, -1.02], [-0.45, 1.00, -0.25]]}

---

[2]
{"formula": "F6KN3O12S6", "method": "ωB97M-V/def2-TZVPD", "total_charge": -2, "lumo_ev": 4.0, "orbital_gap_ev": 8.43, "e_homo_ev": -4.43, "symbols": ["K", "N", "S", "O", "O", "F", "S", "O", "O", "F", "N", "S", "O", "O", "F", "S", "O", "O", "F", "N", "S", "O", "O", "F", "S", "O", "O", "F"], "positions_angstrom": [[-1.0870, 0.7776, -0.8412], [0.6318, 2.6557, 0.3575], [1.2306, 3.9319, -0.3730], [2.2930, 4.5290, 0.3683], [0.3059, 4.7484, -1.0917], [2.0315, 3.1844, -1.5273], [-0.1559, 3.3755, 1.6548], [-1.2126, 4.2851, 1.3783], [0.5937, 3.5132, 2.8500], [-0.9810, 2.0202, 1.9132], [-2.9506, -1.1788, -0.1163], [-3.1989, -2.0499, -1.5220], [-3.7206, -3.3677, -1.5312], [-2.1455, -1.8006, -2.4486], [-4.3862, -1.1127, -2.0252], [-2.7390, -2.3711, 0.8774], [-1.6308, -3.2421, 0.7056], [-3.9685, -2.8648, 1.4258], [-2.2384, -1.4514, 2.1070], [3.0083, -1.3846, 0.6280], [3.5109, -0.9166, -0.8622], [2.8975, 0.2619, -1.3783], [3.8387, -1.9745, -1.7524], [4.9358, -0.3866, -0.3760], [1.6520, -2.1440, 0.2903], [1.7233, -3.4570, -0.2344], [0.6701, -1.2311, -0.2332], [1.0919, -2.3496, 1.7569]], "atomic_forces_ev_per_a": [[0.47, -0.41, 0.20], [-1.20, 2.27, 1.38], [2.28, -0.43, -1.80], [-0.23, 0.79, 0.34], [-0.22, 0.15, 0.07], [-0.53, -0.19, 0.13], [-0.87, -3.53, 0.16], [0.21, 0.80, -0.49], [0.59, 0.47, -0.07], [-0.13, -0.14, 0.18], [-0.32, -2.11, -2.73], [0.31, 2.40, -1.04], [-0.50, -0.22, 0.83], [0.34, 0.53, -0.17], [-0.19, -0.15, -0.23], [0.22, 0.31, 5.30], [-0.16, -0.34, -0.90], [0.00, -0.51, -0.63], [0.05, 0.15, -0.43], [0.01, -0.32, -2.08], [1.44, 1.11, 1.48], [-0.26, -0.13, -0.07], [-0.11, -0.46, -0.40], [-0.03, -0.08, 0.09], [-2.03, 0.68, 1.72], [0.33, -0.43, -0.34], [-0.15, -0.13, -0.70], [0.70, -0.07, 0.19]]}

---

[3]
{"formula": "FFeNO2S2", "method": "ωB97M-V/def2-TZVPD", "total_charge": 0, "lumo_ev": [-2.6, -2.5], "orbital_gap_ev": [5.82, 5.89], "spin_multiplicity": 5, "e_homo_ev": [-8.43, -8.42], "symbols": ["Fe", "N", "S", "O", "O", "S", "F"], "positions_angstrom": [[-0.4297, 1.4108, -1.3088], [-0.2113, -0.4239, -0.4507], [1.0910, 0.1834, 0.5641], [2.2725, -0.6099, 0.0883], [1.0818, 1.5942, -0.1556], [-1.2779, -1.4430, 0.1521], [-2.5264, -0.7116, 1.1106]], "atomic_forces_ev_per_a": [[0.83, -1.10, 0.84], [-0.97, 1.79, -0.17], [2.62, -2.03, -0.98], [-2.08, 1.68, 1.05], [-0.53, 0.50, -0.46], [-1.06, -0.93, 0.53], [1.18, 0.09, -0.81]]}

---

F_max in eV/Å, matching the order above: 10.7, 5.3, 3.5
Energy above the lowest of the compared OMol25 structures with the same formula, charge and spin in kJ/mol, matching the order above: 945.9, 128.0, 165.8